Record 1
{
  "formula": "C3H7N2S",
  "method": "the ωB97M-V functional and the def2-TZVPD basis",
  "homo_energy_ha": [-0.4654, -0.4586],
  "total_charge": 1,
  "multiplicity": 1,
  "total_energy_ha": -625.734936,
  "elements": ["C", "C", "C", "N", "N", "S", "H", "H", "H", "H", "H", "H", "H"],
  "positions_angstrom": [[-0.062, 1.923, 0.015], [0.069, -1.014, 0.435], [-1.171, -0.212, -0.137], [1.252, -0.866, -0.329], [-1.132, 1.234, -0.054], [2.746, -0.636, 0.154], [-0.127, 3.102, 0.115], [0.353, -0.742, 1.413], [-0.021, -2.025, 0.174], [-1.295, -0.721, -1.170], [-1.906, -0.715, 0.418], [-2.078, 1.487, -0.084], [3.372, -0.815, -0.950]],
  "mulliken_charge": [-0.40, -0.67, -0.41, -0.10, 0.08, 0.24, 0.23, 0.53, 0.38, 0.27, 0.37, 0.24, 0.25]
}


Record 2
{
  "formula": "C3H7N2S",
  "method": "the ωB97M-V functional and the def2-TZVPD basis",
  "homo_energy_ha": [-0.5530, -0.5165],
  "total_charge": 1,
  "multiplicity": 1,
  "smiles": "C[N+]1=NCCS1",
  "total_energy_ha": -625.776219,
  "elements": ["C", "N", "N", "C", "C", "S", "H", "H", "H", "H", "H", "H", "H"],
  "positions_angstrom": [[2.193, 0.464, -0.163], [0.875, 0.001, -0.095], [-0.200, 0.805, 0.919], [-1.377, 0.151, 0.762], [-1.543, -0.750, -0.468], [0.151, -1.073, -1.051], [2.556, 0.624, 0.863], [2.157, 1.491, -0.545], [2.772, -0.195, -0.874], [-2.105, 0.970, 0.704], [-1.370, -0.654, 1.518], [-2.147, -1.533, -0.131], [-1.962, -0.299, -1.440]],
  "mulliken_charge": [-0.60, 0.18, -0.23, -0.26, -0.60, 0.21, 0.29, 0.32, 0.27, 0.33, 0.33, 0.41, 0.35]
}


Record 3
{
  "formula": "C3H7N2S",
  "method": "the ωB97M-V functional and the def2-TZVPD basis",
  "homo_energy_ha": -0.4755,
  "total_charge": 1,
  "multiplicity": 1,
  "total_energy_ha": -625.877331,
  "elements": ["C", "C", "C", "N", "N", "S", "H", "H", "H", "H", "H", "H", "H"],
  "positions_angstrom": [[-0.019, 3.077, 0.872], [-0.033, 2.170, -0.042], [-0.413, -2.003, -0.294], [0.564, -2.820, -0.645], [-0.229, -0.740, -0.021], [-1.423, 0.405, 0.444], [0.595, 3.965, 0.764], [-0.591, 3.022, 1.784], [0.348, 1.967, -1.015], [-1.418, -2.393, -0.222], [0.385, -3.792, -0.843], [1.517, -2.496, -0.726], [0.716, -0.362, -0.056]],
  "mulliken_charge": [-0.39, -0.32, 0.28, -0.32, -0.31, -0.05, 0.26, 0.27, 0.44, 0.34, 0.24, 0.22, 0.32]
}


Record 4
{
  "formula": "C3H7N2S",
  "method": "the ωB97M-V functional and the def2-TZVPD basis",
  "homo_energy_ha": -0.4985,
  "total_charge": 1,
  "multiplicity": 1,
  "total_energy_ha": -625.913864,
  "elements": ["C", "C", "C", "N", "N", "S", "H", "H", "H", "H", "H", "H", "H"],
  "positions_angstrom": [[-0.601, -1.230, 1.738], [-0.172, -0.156, 2.442], [-0.505, -0.757, 0.199], [-0.043, 0.442, 0.106], [0.747, 0.815, -2.273], [0.265, 1.165, 1.510], [-0.974, -2.146, 2.071], [-0.294, -0.022, 3.585], [-1.256, -1.137, -0.576], [0.363, 0.762, -1.164], [0.128, 1.288, -2.889], [0.702, -0.286, -2.521], [1.640, 1.260, -2.229]],
  "mulliken_charge": [-0.57, -0.15, -0.02, -0.33, -0.63, 0.09, 0.39, 0.32, 0.33, 0.48, 0.33, 0.41, 0.34]
}


Record 5
{
  "formula": "C3H7N2S",
  "method": "the ωB97M-V functional and the def2-TZVPD basis",
  "homo_energy_ha": [-0.4054, -0.5372],
  "total_charge": 1,
  "multiplicity": 3,
  "total_energy_ha": -625.795675,
  "elements": ["C", "C", "C", "N", "N", "S", "H", "H", "H", "H", "H", "H", "H"],
  "positions_angstrom": [[-0.758, 1.718, 1.097], [-0.426, 1.233, -0.116], [-0.762, 0.706, 2.043], [-0.538, -0.490, 1.546], [1.347, -1.334, -2.291], [-0.169, -0.462, -0.123], [-0.914, 2.755, 1.255], [-0.516, 1.668, -1.143], [-1.148, 0.724, 3.055], [-0.614, -1.345, 2.171], [1.547, -1.186, -3.299], [0.757, -2.151, -2.325], [2.193, -1.837, -1.870]],
  "mulliken_charge": [-0.37, -0.21, -0.15, -0.16, -0.76, 0.38, 0.38, 0.37, 0.40, 0.28, 0.27, 0.28, 0.28]
}


Record 6
{
  "formula": "C3H7N2S2",
  "method": "the ωB97M-V functional and the def2-TZVPD basis",
  "homo_energy_ha": -0.5161,
  "total_charge": 1,
  "multiplicity": 1,
  "total_energy_ha": -1024.060047,
  "elements": ["C", "C", "C", "N", "N", "S", "S", "H", "H", "H", "H", "H", "H", "H"],
  "positions_angstrom": [[1.040, -0.468, 1.330], [-1.009, 0.201, -0.690], [0.174, 0.151, -1.660], [0.184, -1.448, 0.996], [0.713, 0.715, 1.007], [-1.344, -0.979, 0.443], [-2.070, 1.563, -0.702], [1.796, -0.718, 1.983], [0.730, 1.225, -1.555], [-0.345, -0.038, -2.656], [0.926, -0.528, -1.237], [0.488, -2.367, 0.917], [1.347, 1.555, 1.284], [-2.628, 1.137, 0.540]],
  "mulliken_charge": [-0.04, 0.36, -0.89, -0.19, -0.50, 0.09, 0.01, 0.49, 0.32, 0.37, 0.27, 0.24, 0.23, 0.23]
}


Record 7
{
  "formula": "C3H7N2S2",
  "method": "the ωB97M-V functional and the def2-TZVPD basis",
  "homo_energy_ha": [-0.4789, -0.4859],
  "total_charge": 1,
  "multiplicity": 1,
  "total_energy_ha": -1024.036136,
  "elements": ["C", "C", "C", "N", "N", "S", "S", "H", "H", "H", "H", "H", "H", "H"],
  "positions_angstrom": [[-1.976, -0.572, 0.128], [-2.690, 0.581, -0.095], [-0.543, -0.657, 0.082], [0.271, 0.367, 0.093], [2.885, 0.091, -0.063], [-4.362, 0.699, -0.033], [0.072, -2.246, -0.050], [-2.509, -1.497, 0.297], [-2.162, 1.494, -0.345], [1.354, 0.243, 0.025], [-0.093, 1.303, 0.203], [3.260, -0.343, 0.774], [3.317, 1.005, -0.156], [3.176, -0.468, -0.860]],
  "mulliken_charge": [0.08, -0.49, 0.59, -0.31, -0.91, 0.09, -0.13, 0.42, 0.28, 0.35, 0.19, 0.28, 0.28, 0.28]
}


Record 8
{
  "formula": "C3H7N2S2",
  "method": "the ωB97M-V functional and the def2-TZVPD basis",
  "homo_energy_ha": [-0.4162, -0.4965],
  "total_charge": 1,
  "multiplicity": 3,
  "total_energy_ha": -1023.955506,
  "elements": ["C", "C", "C", "N", "N", "S", "S", "H", "H", "H", "H", "H", "H", "H"],
  "positions_angstrom": [[1.181, 1.019, -1.148], [-1.070, 0.173, -0.553], [-0.743, -0.743, 0.650], [1.482, 1.073, 0.067], [-0.105, 0.487, -1.578], [0.305, -2.042, 0.476], [-1.391, -0.164, 2.144], [1.693, 1.290, -1.990], [-1.974, -0.434, -0.906], [-1.410, 1.071, -0.118], [2.464, 1.303, 0.260], [0.078, -0.176, -2.298], [0.580, -1.948, 1.831], [-1.090, -0.908, 3.161]],
  "mulliken_charge": [-0.14, -0.96, 0.41, -0.36, -0.12, -0.03, -0.15, 0.45, 0.41, 0.48, 0.27, 0.37, 0.20, 0.16]
}


Record 9
{
  "formula": "C3H7N3",
  "method": "the ωB97M-V functional and the def2-TZVPD basis",
  "homo_energy_ha": -0.2879,
  "multiplicity": 1,
  "smiles": "N/N=C\\N1CC1",
  "total_energy_ha": -282.614383,
  "elements": ["N", "N", "C", "N", "C", "C", "H", "H", "H", "H", "H", "H", "H"],
  "positions_angstrom": [[-1.199, -1.629, -0.174], [-1.117, -1.319, 1.137], [-0.113, -0.356, 1.310], [0.494, -0.004, 0.036], [1.232, 1.149, -0.185], [-0.056, 1.053, -0.941], [-1.827, -2.580, -0.339], [-0.247, -1.585, -0.629], [0.477, 0.020, 2.237], [1.119, 1.959, 0.579], [2.195, 1.232, -0.488], [-1.073, 1.371, -0.634], [0.115, 0.689, -1.910]],
  "mulliken_charge": [-0.30, -0.43, -0.02, -0.33, -0.50, -0.32, 0.26, 0.30, 0.32, 0.24, 0.28, 0.25, 0.26]
}


Record 10
{
  "formula": "C3H7N3",
  "method": "the ωB97M-V functional and the def2-TZVPD basis",
  "homo_energy_ha": [-0.3387, -0.2631],
  "multiplicity": 1,
  "total_energy_ha": -282.610052,
  "elements": ["N", "C", "C", "N", "C", "N", "H", "H", "H", "H", "H", "H", "H"],
  "positions_angstrom": [[-1.937, 0.204, 0.500], [-0.828, 0.825, -0.208], [0.442, 0.486, 0.490], [1.241, -1.357, -0.084], [1.645, 0.091, -0.211], [2.553, 0.711, -0.739], [-2.822, 0.510, 0.111], [-1.883, -0.804, 0.383], [-0.935, 1.918, -0.133], [-0.739, 0.584, -1.278], [0.429, 0.616, 1.574], [1.037, -1.852, -0.950], [1.796, -1.933, 0.546]],
  "mulliken_charge": [-0.60, -0.28, -0.40, -0.46, 0.44, -0.56, 0.23, 0.23, 0.30, 0.28, 0.35, 0.24, 0.24]
}


Record 11
{
  "formula": "C3H7N3",
  "method": "the ωB97M-V functional and the def2-TZVPD basis",
  "homo_energy_ha": -0.3219,
  "multiplicity": 1,
  "smiles": "[H]/N=C(N)/C=C\\N",
  "total_energy_ha": -282.744581,
  "elements": ["H", "N", "C", "N", "C", "C", "N", "H", "H", "H", "H", "H", "H"],
  "positions_angstrom": [[2.131, -0.091, -2.247], [1.322, 0.436, -1.970], [0.832, 0.163, -0.811], [1.138, -0.954, 0.068], [-0.226, 0.984, -0.215], [-1.095, 0.628, 0.687], [-1.493, -0.607, 1.277], [1.184, -0.464, 1.011], [1.952, -1.525, -0.116], [-0.348, 1.987, -0.700], [-1.673, 1.427, 1.070], [-1.212, -1.368, 0.604], [-2.513, -0.615, 1.343]],
  "mulliken_charge": [0.22, -0.67, 0.49, -0.56, -0.26, -0.34, -0.56, 0.25, 0.23, 0.27, 0.36, 0.28, 0.29]
}


Record 12
{
  "formula": "C3H7N3",
  "method": "the ωB97M-V functional and the def2-TZVPD basis",
  "homo_energy_ha": -0.3297,
  "multiplicity": 1,
  "total_energy_ha": -282.680080,
  "elements": ["N", "C", "C", "N", "C", "N", "H", "H", "H", "H", "H", "H", "H"],
  "positions_angstrom": [[0.785, 1.033, 1.635], [-0.168, 0.134, 0.990], [-0.193, 0.202, -0.503], [0.838, 0.770, -1.046], [-1.498, -1.873, -1.840], [-1.916, -2.826, -2.351], [0.329, 1.575, 2.358], [1.547, 0.529, 2.069], [-1.192, 0.278, 1.356], [0.045, -0.930, 1.192], [-1.071, -0.888, -1.321], [1.560, 1.224, -0.484], [0.935, 0.772, -2.055]],
  "mulliken_charge": [-0.62, -0.16, -0.54, -0.22, 0.25, -0.43, 0.23, 0.20, 0.32, 0.24, 0.23, 0.27, 0.23]
}


Record 13
{
  "formula": "C3H7N3",
  "method": "the ωB97M-V functional and the def2-TZVPD basis",
  "homo_energy_ha": [-0.2845, -0.2640],
  "multiplicity": 1,
  "total_energy_ha": -282.584275,
  "elements": ["C", "C", "N", "C", "N", "N", "H", "H", "H", "H", "H", "H", "H"],
  "positions_angstrom": [[2.004, -0.367, -0.326], [-1.282, 0.948, 0.088], [-1.924, -1.022, -0.008], [0.850, 0.162, 0.463], [-0.361, 0.118, -0.109], [-1.816, 2.034, 0.245], [-1.535, -1.696, -0.664], [-1.888, -1.431, 0.924], [-1.878, 2.648, -0.563], [0.898, 0.136, 1.551], [2.947, -0.038, 0.116], [1.974, -0.023, -1.365], [2.011, -1.467, -0.352]],
  "mulliken_charge": [-0.97, 0.54, -0.70, -0.10, -0.24, -0.50, 0.26, 0.24, 0.28, 0.33, 0.32, 0.28, 0.25]
}


Record 14
{
  "formula": "C3H7N3",
  "method": "the ωB97M-V functional and the def2-TZVPD basis",
  "homo_energy_ha": -0.3264,
  "multiplicity": 1,
  "smiles": "C1=NCCNN1",
  "total_energy_ha": -282.625798,
  "elements": ["C", "N", "C", "C", "N", "N", "H", "H", "H", "H", "H", "H", "H"],
  "positions_angstrom": [[1.627, -0.392, 0.047], [1.527, 0.860, -0.137], [0.011, 1.339, -0.094], [-1.173, 0.279, 0.203], [-0.705, -0.906, -0.558], [0.477, -1.280, 0.217], [2.601, -1.157, -0.068], [-0.085, 2.138, -1.034], [-0.094, 2.213, 0.734], [-2.170, 0.678, -0.252], [-1.428, -0.004, 1.191], [-1.252, -1.710, 0.008], [0.664, -2.059, -0.258]],
  "mulliken_charge": [0.19, -0.49, -0.41, -0.40, -0.50, -0.35, 0.21, 0.27, 0.26, 0.27, 0.35, 0.33, 0.29]
}


Record 15
{
  "formula": "C3H7N3",
  "method": "the ωB97M-V functional and the def2-TZVPD basis",
  "homo_energy_ha": [-0.2742, -0.2723],
  "multiplicity": 1,
  "total_energy_ha": -282.643057,
  "elements": ["C", "C", "C", "N", "N", "N", "H", "H", "H", "H", "H", "H", "H"],
  "positions_angstrom": [[2.640, -0.229, -0.024], [-1.016, -0.556, 0.320], [1.287, 0.170, 0.113], [3.742, -0.553, -0.081], [1.024, 1.497, 0.227], [0.396, -0.750, 0.568], [-1.565, -1.403, 0.724], [-1.359, 0.353, 0.816], [-1.214, -0.485, -0.761], [1.298, -0.292, -1.953], [0.079, 1.808, 0.065], [1.733, 2.111, -0.146], [0.705, -1.701, 0.415]],
  "mulliken_charge": [0.25, -0.97, -0.09, -0.37, -0.40, -0.06, 0.34, 0.28, 0.35, -0.09, 0.22, 0.25, 0.28]
}


Record 16
{
  "formula": "C3H7N3",
  "method": "the ωB97M-V functional and the def2-TZVPD basis",
  "homo_energy_ha": -0.3637,
  "multiplicity": 1,
  "smiles": "N#C[C@H](N)CN",
  "total_energy_ha": -282.760727,
  "elements": ["N", "C", "C", "N", "C", "N", "H", "H", "H", "H", "H", "H", "H"],
  "positions_angstrom": [[-1.723, 2.412, 0.529], [-0.978, 1.527, 0.563], [0.089, 0.519, 0.406], [1.043, 1.075, -0.574], [-0.502, -0.852, 0.007], [0.484, -1.908, 0.170], [0.599, 0.357, 1.366], [0.538, 1.354, -1.417], [1.415, 1.957, -0.215], [-1.340, -1.080, 0.679], [-0.929, -0.762, -1.005], [0.063, -2.815, -0.015], [1.240, -1.784, -0.495]],
  "mulliken_charge": [-0.44, 0.16, 0.29, -0.68, -0.73, -0.60, 0.29, 0.28, 0.27, 0.39, 0.29, 0.24, 0.24]
}


Record 17
{
  "formula": "C3H7N3",
  "method": "the ωB97M-V functional and the def2-TZVPD basis",
  "homo_energy_ha": -0.3612,
  "multiplicity": 1,
  "smiles": "N#C[C@H](N)CN",
  "total_energy_ha": -282.761838,
  "elements": ["N", "C", "C", "N", "C", "N", "H", "H", "H", "H", "H", "H", "H"],
  "positions_angstrom": [[2.750, 1.332, -0.765], [1.851, 0.769, -0.305], [0.707, 0.062, 0.306], [0.751, -1.349, -0.045], [-0.621, 0.662, -0.215], [-1.731, -0.228, 0.111], [0.768, 0.252, 1.391], [-0.115, -1.752, 0.308], [1.523, -1.807, 0.431], [-0.763, 1.641, 0.255], [-0.531, 0.824, -1.295], [-2.498, 0.266, 0.548], [-2.092, -0.673, -0.724]],
  "mulliken_charge": [-0.43, 0.09, 0.39, -0.73, -0.59, -0.59, 0.18, 0.29, 0.26, 0.38, 0.32, 0.22, 0.22]
}


Record 18
{
  "formula": "C3H7N3",
  "method": "the ωB97M-V functional and the def2-TZVPD basis",
  "homo_energy_ha": -0.7198,
  "total_charge": 2,
  "multiplicity": 1,
  "total_energy_ha": -282.014845,
  "elements": ["C", "C", "C", "N", "N", "N", "H", "H", "H", "H", "H", "H", "H"],
  "positions_angstrom": [[-0.628, 0.393, 0.712], [0.464, -1.885, 0.900], [-0.537, 1.203, -0.974], [-0.208, -0.742, 0.827], [-1.312, 1.994, -1.550], [1.741, -1.869, 1.099], [-1.197, 0.957, 1.435], [-0.169, -2.787, 0.700], [0.298, 0.677, -1.442], [-1.831, 2.560, -0.864], [-1.232, 2.430, -2.514], [2.162, -2.716, 1.338], [2.461, -1.101, 1.295]],
  "mulliken_charge": [-0.06, 0.19, -0.01, -0.07, -0.17, -0.29, 0.41, 0.37, 0.36, 0.33, 0.35, 0.28, 0.31]
}


Record 19
{
  "formula": "C3H7N3",
  "method": "the ωB97M-V functional and the def2-TZVPD basis",
  "homo_energy_ha": [-0.7514, -0.7514],
  "total_charge": 2,
  "multiplicity": 1,
  "total_energy_ha": -281.961904,
  "elements": ["C", "C", "C", "N", "N", "N", "H", "H", "H", "H", "H", "H", "H"],
  "positions_angstrom": [[-0.088, -0.066, 1.748], [0.140, 0.357, -0.791], [-0.379, -0.872, -0.425], [-0.574, -1.054, 1.027], [0.415, 0.963, 1.242], [0.635, 1.136, -1.702], [-0.231, -0.320, 2.885], [-1.262, -0.825, -1.101], [0.206, -1.705, -0.975], [-0.882, -1.943, 1.385], [1.099, 1.712, 1.499], [0.788, 0.618, -2.623], [0.565, 2.131, -1.544]],
  "mulliken_charge": [0.07, 0.31, -0.19, -0.08, -0.32, -0.23, 0.39, 0.34, 0.40, 0.28, 0.33, 0.37, 0.32]
}